# 1
This record from the OMol25 dataset describes the molecule C3H7N5. The level of theory is the ωB97M-V functional and the def2-TZVPD basis.

Structure (XYZ):
```
15
Properties=species:S:1:pos:R:3:nbo_charge:R:1
N -1.745 -1.639 1.037 -0.641
N -1.090 -0.482 1.437 -0.284
C -0.446 0.204 0.591 0.293
C 0.140 1.570 0.857 -0.298
C 0.913 1.889 -0.168 -0.027
N 0.779 0.913 -1.211 -0.480
N -0.152 -0.069 -0.797 -0.163
N 0.430 -1.354 -0.942 -0.660
H -1.188 -2.075 0.343 0.364
H -1.812 -2.269 1.883 0.356
H 0.104 2.067 1.832 0.239
H 1.640 2.716 -0.391 0.226
H 0.433 1.354 -2.054 0.369
H 0.665 -1.527 -1.961 0.365
H 1.327 -1.299 -0.458 0.339
```

Its HOMO energy is -7.738 eV. The energy above the lowest of the compared OMol25 structures with the same formula, charge and spin is 318.0 kJ/mol. As for the SMILES: N/N=c1/cc[nH]n1N.

# 2
This record from the OMol25 dataset describes a cluster of 10 separate species, C33H66O13S3 in total. The level of theory is the ωB97M-V functional and the def2-TZVPD basis.

Structure (XYZ):
```
115
Properties=species:S:1:pos:R:3:lowdin_charge:R:1
O 0.087 -1.259 1.410 -0.373
S -0.190 -0.991 -0.020 0.753
O 0.238 -2.001 -1.028 -0.362
C -1.961 -0.453 -0.191 -0.199
C -1.946 0.939 -0.780 -0.216
C -0.697 1.636 -0.175 -0.174
C 0.495 0.659 -0.339 -0.219
H -2.198 -0.292 0.860 0.099
H -2.535 -1.292 -0.585 0.082
H -1.786 0.759 -1.843 0.110
H -2.828 1.577 -0.718 0.094
H -0.825 1.931 0.866 0.112
H -0.398 2.519 -0.740 0.107
H 1.401 0.937 0.201 0.085
H 0.819 0.518 -1.370 0.079
O -7.137 1.917 -1.820 -0.344
S -6.449 1.294 -0.677 0.720
O -5.601 2.109 0.239 -0.359
C -7.643 0.399 0.395 -0.199
C -7.105 -1.014 0.586 -0.243
C -5.697 -1.056 0.149 -0.234
C -5.525 -0.157 -1.104 -0.220
H -8.601 0.382 -0.123 0.099
H -7.753 0.972 1.316 0.103
H -7.209 -1.407 1.597 0.122
H -7.645 -1.744 -0.017 0.119
H -5.499 -2.107 -0.061 0.119
H -5.019 -0.679 0.915 0.116
H -5.919 -0.558 -2.038 0.114
H -4.512 0.204 -1.282 0.074
O 0.499 -2.002 -5.566 -0.318
S 0.920 -0.941 -4.691 0.689
O -0.022 -0.207 -3.858 -0.344
C 2.435 -1.364 -3.729 -0.212
C 3.497 -0.362 -4.111 -0.249
C 3.362 -0.016 -5.570 -0.194
C 1.862 0.292 -5.643 -0.233
H 2.807 -2.327 -4.078 0.107
H 2.256 -1.464 -2.659 0.071
H 3.459 0.523 -3.475 0.124
H 4.456 -0.869 -4.008 0.113
H 3.541 -0.894 -6.191 0.122
H 3.913 0.867 -5.894 0.123
H 1.317 0.288 -6.587 0.103
H 1.655 1.240 -5.146 0.099
C 2.907 -0.967 3.049 -0.011
C 3.140 -2.160 3.966 -0.441
C 2.595 -3.538 3.545 -0.008
O 3.724 -1.945 5.057 0.013
H 3.029 -1.305 2.020 0.060
H 3.547 -0.111 3.264 0.060
H 1.861 -0.698 3.197 0.065
H 1.680 -3.341 2.985 0.067
H 2.390 -4.065 4.477 0.080
H 3.200 -4.118 2.848 0.078
C -2.113 -3.992 -1.951 -0.019
C -2.890 -3.485 -3.158 -0.459
C -2.635 -4.176 -4.498 -0.017
O -3.639 -2.523 -3.040 0.040
H -2.109 -5.080 -1.884 0.085
H -2.559 -3.543 -1.064 0.069
H -1.114 -3.590 -2.121 0.066
H -3.075 -5.168 -4.596 0.081
H -1.582 -4.221 -4.775 0.076
H -3.102 -3.596 -5.294 0.079
C 4.736 2.078 2.318 -0.014
C 4.587 3.384 1.592 -0.496
C 3.542 3.476 0.514 -0.021
O 5.273 4.341 1.844 0.074
H 5.739 2.035 2.743 0.092
H 4.618 1.340 1.524 0.056
H 3.994 1.771 3.055 0.055
H 3.744 4.376 -0.067 0.081
H 2.531 3.604 0.903 0.072
H 3.535 2.659 -0.208 0.065
C 0.652 -1.337 5.914 -0.007
C -0.895 -1.575 5.660 -0.474
C -1.242 -2.624 4.608 -0.009
O -1.689 -0.950 6.265 0.086
H 1.175 -2.260 6.166 0.075
H 0.794 -0.674 6.767 0.069
H 1.124 -0.763 5.117 0.050
H -0.499 -3.415 4.504 0.068
H -1.228 -2.128 3.638 0.067
H -2.233 -3.012 4.845 0.082
C 5.746 -0.793 -0.758 -0.017
C 4.281 -1.125 -0.447 -0.431
C 3.981 -2.662 -0.405 -0.005
O 3.400 -0.252 -0.406 0.019
H 6.076 -1.120 -1.744 0.081
H 6.394 -1.376 -0.104 0.080
H 5.965 0.255 -0.552 0.079
H 2.917 -2.763 -0.189 0.069
H 4.648 -3.239 0.236 0.083
H 4.059 -2.957 -1.451 0.077
C -0.984 3.945 -4.121 -0.030
C -2.061 4.796 -3.508 -0.455
C -3.168 4.009 -2.769 -0.015
O -2.137 6.022 -3.690 0.044
H -0.420 4.697 -4.673 0.080
H -1.417 3.178 -4.763 0.088
H -0.276 3.523 -3.408 0.076
H -2.865 3.718 -1.763 0.068
H -3.462 3.132 -3.345 0.080
H -4.042 4.656 -2.691 0.082
C -0.597 3.185 4.266 -0.018
C 0.883 2.884 4.280 -0.460
C 1.578 2.589 5.629 0.002
O 1.464 2.919 3.210 0.041
H -0.724 3.959 5.023 0.081
H -1.170 2.327 4.621 0.086
H -0.922 3.578 3.303 0.082
H 1.182 1.730 6.171 0.068
H 1.174 3.322 6.328 0.076
H 2.665 2.645 5.570 0.086
```

Its HOMO energy is -9.402 eV. The energy above the lowest of the compared OMol25 structures with the same formula, charge and spin is 0.0 kJ/mol. As for the SMILES: O=S1(=O)CCCC1.O=S1(=O)CCCC1.O=S1(=O)CCCC1.CC(C)=O.CC(C)=O.CC(C)=O.CC(C)=O.CC(C)=O.CC(C)=O.CC(C)=O.

# 3
This record from the OMol25 dataset describes a structure of composition C4H6N2O. The level of theory is the ωB97M-V functional and the def2-TZVPD basis.

Structure (XYZ):
```
13
Properties=species:S:1:pos:R:3:nbo_charge:R:1
N 0.670 -0.105 -1.860 -0.843
C -0.137 0.006 -0.702 0.030
C 0.521 -0.123 0.593 0.337
O 1.832 -0.211 0.915 -0.647
N -0.429 0.170 1.513 -0.547
C -1.635 0.377 0.818 -0.088
C -1.541 0.293 -0.552 -0.401
H 1.096 0.796 -2.065 0.377
H 0.060 -0.323 -2.644 0.393
H 2.316 -0.311 0.079 0.502
H -0.303 0.030 2.505 0.419
H -2.510 0.558 1.438 0.199
H 0.063 -1.159 -0.039 0.270
```

Its HOMO energy is -7.546 eV. The energy above the lowest of the compared OMol25 structures with the same formula, charge and spin is 461.0 kJ/mol.

# 4
This record from the OMol25 dataset describes a structure of composition C23H38N2RuS3SbSi3. The level of theory is the ωB97M-V functional and the def2-TZVPD basis.

Structure (XYZ):
```
71
Properties=species:S:1:pos:R:3:lowdin_charge:R:1
Ru 1.026 0.454 -2.013 0.653
S 2.355 1.011 -6.092 0.591
C 1.941 0.335 -4.675 -1.788
S 3.033 0.042 -3.339 0.504
S 0.277 0.038 -4.219 0.576
C -0.478 2.301 1.749 -0.248
Sb 0.802 1.143 0.503 1.467
C -0.626 1.346 -1.425 -0.487
C -2.001 0.863 -1.422 -0.419
C -2.381 -0.319 -2.060 -0.042
C -3.728 -0.642 -2.104 -0.037
C -4.635 0.200 -1.480 -0.031
C -4.159 1.347 -0.851 -0.117
N -2.883 1.692 -0.838 0.103
Si -0.424 3.158 -2.046 0.447
C -0.993 4.556 -0.936 -0.171
C -1.408 3.217 -3.636 -0.156
C 1.428 3.255 -2.418 -0.197
C 0.751 -0.890 1.212 -0.579
C 0.905 -1.820 0.055 -0.381
C 1.145 -3.164 0.369 -0.066
C 1.251 -4.138 -0.594 -0.005
C 1.110 -3.760 -1.924 -0.024
C 0.921 -2.436 -2.203 -0.149
N 0.834 -1.454 -1.260 -0.049
Si 2.441 -0.935 2.225 0.454
C 3.845 -1.044 0.983 -0.157
C 2.607 0.664 3.218 -0.192
C 2.564 -2.363 3.439 -0.159
Si -0.766 -1.380 2.325 0.491
C -2.381 -1.019 1.448 -0.153
C -0.687 -0.454 3.961 -0.158
C -0.824 -3.215 2.734 -0.163
H -0.513 3.308 1.344 -0.008
H -0.035 2.316 2.741 0.009
H -1.480 1.879 1.765 0.012
H -1.639 -0.955 -2.519 0.069
H -4.062 -1.537 -2.609 0.119
H -5.694 -0.013 -1.486 0.113
H -4.844 2.025 -0.354 0.117
H -1.947 4.312 -0.469 0.031
H -1.135 5.435 -1.564 0.043
H -0.276 4.834 -0.161 0.027
H -2.474 3.100 -3.431 0.041
H -1.108 2.461 -4.360 0.002
H -1.268 4.200 -4.090 0.047
H 2.054 3.403 -1.537 0.026
H 1.581 4.104 -3.087 0.061
H 1.869 2.418 -2.989 -0.033
H 1.234 -3.428 1.412 0.074
H 1.439 -5.166 -0.315 0.127
H 1.169 -4.467 -2.737 0.122
H 0.844 -2.102 -3.227 0.033
H 3.843 -0.220 0.265 0.024
H 3.822 -1.977 0.421 0.040
H 4.797 -1.008 1.514 0.048
H 2.761 1.564 2.617 0.015
H 3.503 0.567 3.834 0.048
H 1.771 0.838 3.898 0.023
H 2.731 -3.326 2.959 0.040
H 1.708 -2.454 4.106 0.021
H 3.436 -2.168 4.067 0.049
H -2.583 0.038 1.275 0.010
H -3.196 -1.413 2.057 0.050
H -2.423 -1.527 0.483 0.035
H -0.674 0.630 3.878 0.011
H 0.160 -0.757 4.574 0.028
H -1.589 -0.717 4.517 0.049
H -1.045 -3.833 1.864 0.042
H -1.660 -3.335 3.428 0.049
H 0.060 -3.615 3.230 0.025
```

Its HOMO energy (alpha / beta) is -10.249 / -10.259 eV. As for the total charge: +1.

For the records above, the corresponding calculated total energy values read -392.17794, -3469.56376, -340.61931, -3406.71086 Eh.
For the records above, the corresponding molecular weight values read 113.1, 767.1, 98.1, 745.9 g/mol.